Below is a cluster of 4 separate species, C27H47Br2N2O11S3 in total, with properties calculated with the ωB97M-V functional and the def2-TZVPD basis.

XYZ file:
```
92
Properties=species:S:1:pos:R:3:forces:R:3:lowdin_charge:R:1
C -4.698346 2.025308 -3.692998 0.597 -0.059 0.408 -0.034
C -3.902369 2.371772 -2.388791 -0.037 0.874 0.018 -0.394
N -4.518306 2.697796 -1.312354 0.263 -0.490 -1.450 0.136
C -2.327084 2.363443 -2.365659 -0.701 -1.006 -0.363 -0.072
C -1.876836 0.976980 -1.747014 -0.071 1.447 1.526 -0.240
C -0.498856 1.157199 -0.971212 -0.229 -0.899 -0.299 -0.093
C -0.032686 -0.177335 -0.236524 -1.714 0.389 0.450 -0.074
C -0.596017 -1.490974 -0.985374 2.672 1.053 0.662 -0.393
O -1.835314 -1.795756 -0.327401 -0.550 -0.497 -1.769 0.022
C -2.596846 -2.746926 -0.994503 -2.278 -0.799 0.035 -0.399
O -2.184517 -3.638105 -1.684441 0.783 1.020 0.175 0.164
C -4.143802 -2.655717 -0.757995 -1.079 0.348 1.592 -0.104
C -4.612297 -3.251075 0.506016 -1.139 0.800 -0.839 -0.015
C -6.014251 -3.223005 0.911763 1.389 1.162 -2.456 -0.047
C -6.959125 -2.563886 0.005454 1.986 -0.427 -0.006 -0.062
C -6.494876 -1.993357 -1.258120 0.908 -0.442 0.879 -0.063
C -5.079280 -2.016273 -1.671531 -0.768 -1.121 2.565 -0.028
C 0.527880 -2.591887 -0.766556 0.192 -0.993 0.035 -0.572
Br 1.506579 -3.268966 -2.342107 -0.839 0.691 0.850 0.737
C 0.867231 -3.110969 0.440169 -0.650 0.306 0.106 -0.668
C 0.168710 -2.691015 1.772588 0.238 0.075 0.292 -0.096
Br 2.255137 -4.486922 0.632847 -1.140 1.114 -0.053 0.711
C -0.713998 -1.104081 -2.506421 1.453 -1.787 -0.084 -0.110
N -1.756027 -0.081269 -2.803613 0.440 0.041 -0.739 0.112
H -5.235184 1.051316 -3.520589 0.451 0.884 -0.329 0.080
H -5.456388 2.829180 -3.871413 0.614 -0.730 0.137 0.094
H -4.021865 1.957371 -4.577693 -0.596 -0.042 0.605 0.045
H -5.521864 2.658805 -1.558767 0.302 0.081 0.655 0.065
H -1.902130 3.180485 -1.736498 -0.658 -0.639 -0.420 0.129
H -1.919832 2.479237 -3.407008 -0.297 -0.068 0.841 0.113
H -2.704832 0.639787 -1.058784 1.105 0.255 -0.482 0.163
H -0.702213 1.968160 -0.219012 0.494 -0.765 -0.852 0.137
H 0.302601 1.458762 -1.702148 -0.850 0.103 0.685 0.134
H -0.544819 -0.148007 0.768213 0.639 -0.204 -1.016 0.125
H 1.065379 -0.238058 -0.049254 -0.887 0.136 -0.469 0.139
H -3.871025 -3.722147 1.198658 -0.688 0.482 -0.808 0.117
H -6.277976 -3.669874 1.894627 -0.041 0.462 -1.011 0.108
H -8.025017 -2.524701 0.337725 1.039 0.127 -0.701 0.107
H -7.253756 -1.492874 -1.910556 0.877 -0.571 0.618 0.102
H -4.723625 -1.564501 -2.622996 -0.528 -0.418 0.736 0.089
H -0.943653 -2.826239 1.743462 1.038 0.006 -0.189 0.083
H 0.555546 -3.266089 2.656371 -0.251 0.481 -1.070 0.080
H 0.355614 -1.603538 1.990803 -0.031 -1.113 -0.230 0.082
H 0.294454 -0.705415 -2.811652 -1.133 -0.250 0.404 0.138
H -0.868387 -2.015169 -3.146385 -0.143 0.971 0.606 0.121
H -2.633990 -0.567356 -3.029277 0.055 0.415 0.348 0.171
H -1.475082 0.396277 -3.679714 -0.208 -0.306 0.270 0.180
O 3.860147 -1.052326 3.885182 -0.117 0.041 -0.492 -0.291
S 4.960652 -0.475912 3.164668 0.981 0.060 0.445 0.582
O 4.772397 0.202747 1.914791 -0.432 -0.234 0.135 -0.286
O 6.103239 -1.589932 2.982356 -0.264 0.535 0.330 -0.258
C 5.735658 -2.843169 2.395558 -0.184 -0.721 -0.548 -0.262
C 5.599512 -2.735878 0.889825 -0.148 0.242 -0.159 -0.094
C 5.862884 0.588978 4.249956 0.074 -0.084 0.019 -0.115
H 4.818419 -3.226887 2.849776 0.010 0.184 0.073 0.107
H 6.532613 -3.547959 2.636125 0.072 0.278 0.206 0.126
H 4.747314 -2.110248 0.618522 0.018 -0.063 -0.002 0.058
H 5.450282 -3.721303 0.445447 0.049 0.003 0.080 0.066
H 6.488550 -2.278825 0.451473 0.015 -0.097 0.064 0.087
H 6.058903 0.061013 5.181061 -0.028 -0.004 -0.065 0.076
H 5.251996 1.470400 4.440861 -0.061 -0.084 -0.077 0.079
H 6.792568 0.879020 3.764260 -0.065 -0.040 -0.019 0.077
O -2.107178 2.013331 -6.158079 0.091 -0.506 0.061 -0.326
S -2.457994 1.839212 -7.548230 -0.017 0.795 -1.105 0.587
O -2.735067 0.546114 -8.094576 0.143 -0.031 0.635 -0.264
O -1.355897 2.562026 -8.456681 -0.670 0.004 0.518 -0.254
C 0.024979 2.223054 -8.261003 0.943 -0.414 -0.083 -0.256
C 0.374705 0.895932 -8.906774 -0.217 -0.240 0.072 -0.070
C -3.801458 2.917634 -7.936088 0.048 0.118 0.067 -0.112
H 0.274449 2.224062 -7.196994 -0.209 0.050 -0.002 0.111
H 0.609212 3.015911 -8.728985 -0.341 0.137 0.014 0.127
H -0.122770 0.068119 -8.398367 0.043 0.025 -0.025 0.070
H 1.450829 0.720815 -8.864609 -0.028 0.107 -0.007 0.085
H 0.051097 0.876185 -9.948556 0.087 0.066 0.037 0.090
H -3.569934 3.915674 -7.568907 0.028 -0.057 -0.031 0.080
H -4.692263 2.531935 -7.441515 0.087 -0.083 -0.004 0.075
H -3.946388 2.923269 -9.014515 0.054 -0.055 0.052 0.083
O 2.910822 3.797796 8.780735 0.230 -0.190 -0.319 -0.276
S 4.048626 2.998545 9.130757 0.043 -0.305 0.712 0.586
O 5.157124 2.836539 8.235841 -0.332 0.165 -0.133 -0.283
O 3.540909 1.545934 9.593317 0.196 0.542 0.205 -0.263
C 2.682231 0.816878 8.709917 -0.338 -0.503 -0.626 -0.261
C 3.459047 0.182687 7.572789 0.187 0.131 -0.194 -0.077
C 4.660835 3.527347 10.700849 -0.017 -0.096 0.092 -0.120
H 1.881885 1.458497 8.333047 0.128 0.137 0.099 0.116
H 2.212106 0.033577 9.306044 0.152 0.200 0.238 0.123
H 3.863729 0.942592 6.902192 -0.058 -0.026 0.023 0.060
H 2.815729 -0.476236 6.987045 -0.007 0.010 0.069 0.081
H 4.303915 -0.392936 7.955796 -0.104 -0.037 0.032 0.088
H 3.828338 3.597506 11.397875 0.018 -0.023 -0.072 0.076
H 5.122106 4.504594 10.565958 -0.049 -0.050 -0.122 0.078
H 5.401359 2.810009 11.049381 -0.039 0.018 -0.059 0.076
```
Forces are in eV/Å.

Properties
E_tot ... -8336.39435 a.u.
Net charge ... +1
Orbital gap ... 9.05 eV
E_LUMO ... -2.55 eV

***

Below is a structure of composition C27H47ClF3N4O5PSi2, with properties calculated with the ωB97M-V functional and the def2-TZVPD basis.

XYZ file:
```
90
Properties=species:S:1:pos:R:3:forces:R:3:lowdin_charge:R:1
C 0.415071 -0.572512 2.677206 0.468 -0.266 -0.280 -0.156
C -0.999572 -0.438683 1.810075 1.161 0.001 0.979 -0.288
C -1.332929 1.166187 1.488610 1.882 -1.607 -0.802 -0.672
Cl -1.017778 2.285005 2.949925 -0.398 -0.925 -1.186 0.520
Si -3.014339 1.454897 0.599244 -0.770 1.076 -0.852 0.511
C -2.905145 3.154181 -0.385546 -0.022 1.206 0.114 -0.231
C -1.413007 3.807828 -0.432845 -0.076 0.641 -0.954 -0.170
C -0.376451 3.146549 -1.515482 6.025 3.446 -0.891 -0.260
O 0.820537 3.780560 -1.660448 -7.311 -3.835 1.235 -0.058
N -0.585859 1.888994 -2.326701 2.152 1.019 0.072 0.018
C 0.778399 1.301056 -2.735267 3.925 -2.150 -0.830 -0.162
C 1.444578 0.102189 -1.794231 1.944 1.707 -3.643 0.008
C 2.945033 -0.506497 -2.211365 -1.435 2.585 -2.000 -0.052
C 3.784577 0.042826 -3.518120 -4.009 1.851 0.674 -0.054
C 3.107184 1.207412 -4.478762 -2.482 -1.153 3.567 -0.054
C 1.622539 1.810898 -4.077150 1.103 -2.177 2.249 -0.013
C -3.179326 -0.030624 -0.675980 0.347 -0.674 -1.250 -0.223
C -3.749223 0.417582 -2.142075 -0.412 -0.295 -0.491 -0.131
C -3.721801 -0.860256 -3.221318 0.549 0.682 -1.398 -0.221
F -2.670324 -1.860895 -2.907952 -3.787 2.848 -1.138 0.007
F -3.336525 -0.275340 -4.560426 -1.213 -2.129 3.793 -0.033
F -5.049091 -1.484059 -3.424622 4.373 1.424 0.688 0.000
O -4.409519 1.658779 1.619052 2.158 -2.091 0.504 -0.357
Si -4.678797 0.437739 2.815120 -1.682 2.381 0.737 0.220
C -6.222848 1.103269 3.849466 -1.017 0.477 -0.582 -0.217
N -3.375526 0.315455 4.102272 -3.175 -6.691 4.529 0.002
C -3.807540 -0.660004 4.994769 -0.813 1.036 3.174 -0.179
O -4.229705 -1.377847 6.061663 3.609 5.500 -8.715 -0.017
P -5.299856 -1.534100 2.131352 -0.361 -1.683 0.497 0.827
C -3.891190 -2.748319 1.786699 1.726 -1.335 -1.252 -0.479
C -4.346264 -4.136214 0.983746 1.421 0.064 -0.029 -0.170
C -6.695274 -1.540703 0.857996 -1.185 -0.106 -1.415 -0.448
C -6.669881 -0.358060 -0.270296 -1.476 -0.542 -0.582 -0.180
H 0.283787 -0.323700 3.815409 0.068 -0.409 -2.291 0.068
H 0.834057 -1.681483 2.593529 -1.013 2.313 0.176 0.087
H 1.271023 0.131185 2.243372 -1.931 -1.442 0.836 0.079
H -0.827184 -1.054667 0.824614 -0.485 1.512 1.689 0.095
H -1.837413 -0.978774 2.413886 1.447 1.227 -1.113 0.064
H -0.485170 1.455828 0.697539 -1.825 -0.465 1.659 0.088
H -3.605693 3.959005 0.151142 1.468 -1.833 -1.077 0.108
H -3.300024 3.076782 -1.481266 0.658 0.091 1.982 0.076
H -0.846454 3.856677 0.597651 -1.181 -0.346 -2.070 0.102
H -1.552978 4.946291 -0.765593 0.593 -2.544 0.564 0.138
H -1.157001 2.065909 -3.190492 0.667 -0.123 1.224 0.120
H 0.873398 -0.313449 -0.846657 1.355 0.994 -2.191 0.071
H 3.399080 -1.368003 -1.528124 -1.074 2.180 -1.681 0.088
H 4.853820 -0.342383 -3.822113 -2.551 0.671 0.821 0.057
H 3.656937 1.650124 -5.430928 -1.278 -1.169 2.326 0.090
H 1.092035 2.676064 -4.705839 1.489 -2.139 1.438 0.095
H -2.080358 -0.447653 -0.852715 -2.373 0.776 0.378 0.090
H -3.866733 -0.892267 -0.286556 1.391 1.569 -0.631 0.058
H -4.867882 0.820394 -2.053427 2.444 -1.119 -0.387 0.128
H -3.125856 1.268201 -2.677898 -1.186 -2.071 1.292 0.094
H -6.297668 0.596540 4.902953 0.212 1.092 -1.991 0.046
H -7.222522 0.839452 3.263115 1.992 0.505 1.205 0.047
H -6.197285 2.291016 3.912275 0.039 -2.566 0.096 0.060
H -2.998275 -2.304021 1.130706 -2.036 -0.857 1.415 0.055
H -3.407199 -3.077663 2.805617 -1.098 0.781 -1.863 0.087
H -4.869595 -4.920712 1.677142 0.659 1.751 -1.446 0.082
H -3.320096 -4.638225 0.640293 -2.257 1.038 0.726 0.088
H -4.922139 -3.882291 -0.002663 0.889 -0.615 2.045 0.063
H -6.667144 -2.580437 0.280098 0.010 2.178 1.359 0.082
H -7.757792 -1.523895 1.398023 2.547 0.005 -0.846 0.091
H -7.799043 -0.218583 -0.632873 2.431 -0.266 0.669 0.094
H -6.089462 -0.771004 -1.198606 -0.920 1.166 1.821 0.054
H -6.326284 0.694721 0.104508 -0.335 -2.171 -0.659 0.073
C 4.673848 1.141398 2.483929 -0.135 -0.492 0.530 -0.324
O 4.193895 0.214910 1.842620 0.324 0.535 0.746 -0.009
N 4.885035 1.144944 3.846243 -0.104 0.238 -1.367 -0.210
C 5.459185 2.283566 4.532259 -0.095 -0.218 0.033 -0.067
C 4.522112 -0.025867 4.616919 -0.117 -0.178 -0.251 -0.049
H 4.984531 2.079477 1.995365 0.019 0.017 0.118 0.131
H 6.382566 1.969283 5.027265 -0.019 0.224 0.058 0.088
H 4.745554 2.642729 5.279394 0.187 0.142 0.020 0.089
H 5.684447 3.093002 3.832783 -0.073 -0.185 0.051 0.085
H 5.081045 -0.887574 4.239874 -0.156 -0.034 0.159 0.093
H 3.452327 -0.217554 4.490703 0.113 -0.149 0.115 0.086
H 4.746935 0.123935 5.676432 -0.011 0.071 -0.238 0.088
C 7.285611 -0.968883 -4.751722 0.263 -0.812 -0.117 -0.347
O 6.597676 -1.255606 -5.723599 0.592 0.003 0.803 0.000
N 8.118653 -1.836956 -4.078667 -0.771 1.096 -0.498 -0.209
C 8.901759 -1.419294 -2.934539 -0.049 -0.182 -0.127 -0.066
C 8.214982 -3.209795 -4.528652 -0.217 0.003 -0.266 -0.051
H 7.287203 0.048688 -4.327743 0.100 -0.039 0.099 0.128
H 9.961660 -1.574124 -3.156067 -0.002 0.083 0.214 0.088
H 8.614785 -2.024626 -2.069844 0.165 0.147 0.077 0.089
H 8.733397 -0.363650 -2.705485 -0.032 -0.172 -0.100 0.085
H 8.562931 -3.220864 -5.565916 -0.065 -0.194 0.102 0.094
H 7.222869 -3.669076 -4.485221 0.175 -0.114 -0.092 0.094
H 8.909956 -3.774331 -3.901065 -0.124 0.210 -0.065 0.087
```
Forces are in eV/Å.

Properties
E_tot ... -3331.87708 a.u.
Orbital gap ... 8.46 eV
Relative energy (zero: lowest compared OMol25 entry of this formula, charge and spin) ... 9.2110 eV
E_LUMO ... 0.19 eV

***

Number 1: highest occupied orbital energy -0.42611 Eh. Number 2: highest occupied orbital energy -0.30366 Eh.